1.
Molecular formula: C16H32N4O5
Method: DFT, ωB97M-V with the def2-TZVPD basis set

The calculation puts the energy at -1223.9491 Ha. Its multiplicity is 1.

Last column: Löwdin charge in e.
CARTESIAN COORDINATES (ANGSTROEM)
H: 4.6235 2.8551 1.1972  0.1108
H: -4.9601 -2.5935 -2.0689  0.1056
H: 5.2216 -0.2858 1.5682  0.1167
C: -5.6003 -0.1013 -3.7047  -0.2575
H: -6.5476 -0.1933 -1.7651  0.1017
H: 6.5599 1.2832 3.1120  0.1210
H: -6.5361 -0.2363 -4.2563  0.1150
H: -5.0315 -2.5639 0.7301  0.1278
C: 4.2485 1.7719 1.1235  -0.1505
H: -2.3169 -1.4145 -1.4447  0.1381
C: 0.1193 -1.6325 1.7604  -0.5581
O: 0.8837 -1.0538 2.8564  0.0613
H: 8.6677 -1.7039 0.8592  0.0700
H: -3.7501 1.0356 -4.0079  0.0589
O: 0.3687 1.1151 3.3610  0.0834
O: 1.9384 0.8481 1.6285  -0.0524
N: -3.7406 0.0640 -0.9050  -0.2304
H: -5.2045 -1.1109 -3.5957  0.0767
C: -4.6465 0.7302 -4.5527  -0.1002
H: -4.2292 1.7939 -2.0544  0.1158
H: 5.8491 0.6514 0.0438  0.1079
C: 1.0642 0.3520 2.6326  -0.4106
H: -5.1926 1.5709 -0.6268  0.1328
C: 5.5059 0.7354 1.1463  -0.1790
C: 6.7635 1.3193 1.9854  -0.2273
C: -4.9924 -1.8026 -0.0518  -0.1468
H: 2.8109 2.3904 2.8007  0.1335
H: -3.3498 -0.8533 0.9749  0.1481
H: -2.7501 1.7133 0.0190  0.1162
H: -4.3098 0.1468 -5.4119  0.0816
O: -0.3170 -2.8213 1.9161  -0.0489
H: -4.8313 0.1461 0.9594  0.1360
N: 8.0789 0.7528 1.5793  0.0034
H: -3.6581 -3.1788 -1.0610  0.1280
C: 8.5062 -0.3621 2.4300  -0.4669
C: -4.2328 -0.5700 0.3940  -0.0759
H: -1.7409 0.2473 -0.1884  0.0665
C: -4.2569 -2.2932 -1.2906  -0.1358
H: 8.0883 0.4050 0.6116  0.1004
N: 8.4061 -0.4065 3.7420  0.0740
H: -6.5830 1.3605 -2.5257  0.1256
C: -3.3414 -1.1533 -1.7273  -0.0790
H: 8.7902 -1.2874 4.1173  0.0329
O: -0.1132 -0.9426 0.5816  -0.1748
H: -2.1269 1.2645 -1.6094  0.1087
C: -5.9278 0.5021 -2.3336  -0.1657
H: -6.0281 -1.5572 -0.2910  0.0988
C: 3.1402 1.4344 2.2367  -0.1706
H: 3.5345 0.7298 3.0653  0.1428
H: 3.7206 1.6462 0.1017  0.1219
H: 9.1968 -2.3394 2.3259  0.0756
H: 6.8015 2.4470 1.7189  0.1140
H: -5.1439 1.6299 -4.9204  0.0824
H: -3.3210 -0.9146 -2.7872  0.1168
C: -4.7735 1.0367 -1.4878  -0.1071
N: 9.1544 -1.4982 1.7416  0.0614
C: -2.4888 0.8912 -0.6525  0.0251

2.
Molecular formula: C16H32O
Method: DFT, ωB97M-V with the def2-TZVPD basis set

The energy relative to the best compared isomer or geometry (same formula, charge and spin) comes out at 356.8 kcal per mole. Its multiplicity is 1.

Last column: Löwdin charge in e.
CARTESIAN COORDINATES (ANGSTROEM)
H: -5.3261 1.7077 -0.3672  0.0905
O: 9.1325 -1.1059 -1.2006  -0.0583
H: -4.5008 0.0909 -0.9604  0.0943
C: -6.1586 -0.7414 -0.9364  -0.2560
H: 2.4884 2.0852 -1.1424  0.1209
H: 2.2348 -0.2316 1.1382  0.1296
C: 6.4962 0.4829 0.7502  -0.1400
C: 6.8839 -0.6436 -0.4734  -0.0619
C: -2.8480 -1.5653 0.7095  -0.2944
H: 0.1965 1.0895 -0.9454  0.1031
H: -6.9937 2.3586 -0.0428  -0.0024
C: 0.4034 0.6111 -0.0073  -0.2081
H: -6.6610 1.8885 -1.7739  0.1612
C: -0.4492 -0.5953 0.2877  -0.2638
H: -2.0984 0.7441 1.0461  0.1830
H: 4.8264 2.1506 -0.9654  0.1589
H: -0.1721 -1.3858 -0.2678  0.0532
H: -7.8845 0.1699 -0.2399  0.1159
C: 4.9797 0.3416 0.7327  -0.1707
H: -6.7874 -1.9167 -0.5247  0.1929
H: -0.2196 -1.1033 1.3939  0.1578
C: 8.2970 -0.9298 -0.1777  -0.1442
H: -2.5422 -2.2879 -0.2049  0.1673
C: -4.2637 -1.3438 0.4510  -0.3022
H: 6.7829 1.4634 0.6152  0.0842
H: 4.4735 -0.4047 1.2574  0.0505
H: 4.4487 0.3750 -1.2322  0.0836
H: 8.7190 -1.1213 0.8034  0.1196
H: -2.1675 0.0031 -0.6873  0.1529
C: 2.7616 1.6366 -0.1853  -0.1340
H: 2.0431 -0.5818 -0.5488  0.0409
H: 6.5887 -0.2521 -1.2301  0.0093
C: 1.9790 0.1788 0.0836  -0.1007
H: -4.9540 -1.8876 1.1133  0.1123
H: 6.8419 0.0878 1.5882  0.0437
H: 4.7344 1.3065 1.7381  0.1796
C: -6.8022 0.3041 -0.1253  -0.3520
H: -6.8294 0.2667 0.8670  0.0601
H: 2.7431 1.9724 0.6112  -0.0423
C: 4.1880 1.1764 -0.5145  -0.1966
H: -4.3718 -1.7966 -1.3008  0.1153
H: -2.5432 -1.8021 1.9311  0.1944
C: -4.7375 -0.9384 -0.8417  -0.2971
H: -4.5098 -0.2555 1.2514  0.1897
H: -6.6925 -0.7701 -1.9319  0.1221
C: -2.0031 -0.4035 0.4866  -0.3005
C: -6.4639 1.6918 -0.5163  -0.0935
H: 0.2423 1.3513 0.6933  0.0728
H: 6.4951 -1.4707 -0.2047  0.0591

3.
Molecular formula: C16H32O9S5Tl
Method: DFT, ωB97M-V with the def2-TZVPD basis set

The charge is +1. The energy relative to the best compared isomer or geometry (same formula, charge and spin) comes out at 61.2 kcal per mole. Its multiplicity is 1.

Last column: Löwdin charge in e.
CARTESIAN COORDINATES (ANGSTROEM)
C: -32.4916 31.5642 -34.9644  -0.3176
H: -33.1379 26.2459 -30.7733  0.0512
H: -35.9620 30.6675 -27.8534  0.0550
C: -28.2303 31.0894 -33.2360  -0.2222
H: -27.2157 30.9513 -33.6097  0.0480
H: -30.5342 36.6064 -26.4334  0.0503
O: -29.6564 30.0056 -31.2662  -0.6679
S: -34.7531 32.7864 -28.2979  0.8803
H: -33.7701 28.4460 -28.3265  0.0129
H: -30.1044 27.7508 -33.2899  0.0527
O: -30.9783 28.6179 -29.2063  -0.6911
H: -27.6878 34.7537 -28.0688  0.0392
H: -34.1972 30.5050 -27.7021  0.0426
O: -33.8739 29.5671 -35.2938  0.1018
S: -27.1153 33.3402 -30.0421  0.8782
H: -31.1282 33.0811 -34.4894  0.1585
C: -32.2268 36.6221 -29.1963  -0.2260
H: -29.0829 28.5134 -34.4303  0.0549
C: -33.2840 27.5218 -28.0140  -0.2246
C: -27.2723 34.8966 -29.0663  -0.2512
O: -32.5896 32.0739 -36.1277  0.1557
H: -25.2060 32.8624 -28.6605  0.0524
H: -34.3654 32.4190 -25.9486  0.0602
Tl: -30.8011 31.4336 -29.1190  1.0483
H: -33.5269 28.0372 -30.7847  0.0353
C: -33.5622 30.1787 -33.1824  0.1572
C: -30.1473 36.1020 -27.3188  -0.2283
S: -28.6119 29.5469 -32.2861  0.9181
H: -31.4347 37.1170 -29.7581  0.0433
C: -35.0027 30.9432 -28.2914  -0.2448
C: -31.7802 32.3133 -34.0998  0.1893
C: -29.6613 28.7175 -33.5293  -0.2451
H: -29.4679 35.3103 -27.0031  0.0282
C: -26.2069 32.4328 -28.7035  -0.2289
C: -33.4272 30.5037 -34.4942  -0.2783
O: -33.2497 32.9544 -28.4993  -0.7112
O: -32.8092 30.5898 -30.9436  -0.0005
H: -27.8758 35.6364 -29.5921  0.0479
H: -30.4512 29.3886 -33.8665  0.0321
H: -35.1567 34.0754 -26.1943  0.0540
H: -26.7047 32.5023 -27.7363  0.0578
O: -30.8813 34.2457 -29.1127  -0.6634
O: -31.1639 32.6736 -31.7685  0.0498
H: -34.9563 30.4502 -29.2624  0.0363
O: -28.4903 32.7142 -30.0716  -0.6814
H: -32.6717 37.4943 -28.7174  0.0511
S: -31.5530 35.2032 -28.1670  0.8497
H: -26.3241 35.4341 -29.0570  0.0551
H: -34.0837 29.2601 -32.9576  0.1482
H: -32.9648 27.6631 -26.9814  0.0591
C: -35.0877 33.0289 -26.4912  -0.2302
H: -32.2093 27.2872 -31.6452  0.0456
H: -34.0078 26.7246 -28.1837  0.0600
H: -26.1937 31.3880 -29.0137  0.0499
H: -28.4313 31.9544 -32.6039  0.0346
C: -32.8169 30.8626 -32.1594  -0.2472
H: -32.9099 36.2395 -29.9546  0.0464
H: -36.1013 32.6541 -26.3496  0.0455
H: -28.7862 31.2357 -34.1621  0.0422
S: -31.8192 27.3226 -29.1354  0.8917
H: -29.5664 36.7132 -28.0095  0.0459
C: -32.7605 27.2662 -30.7051  -0.2559
C: -31.8296 32.0388 -32.6443  -0.2007

4.
Molecular formula: C16H33B3BrN5O7S
Method: DFT, ωB97M-V with the def2-TZVPD basis set

The calculation puts the energy at -4476.9587 Ha. Its multiplicity is 1.

Last column: Löwdin charge in e.
CARTESIAN COORDINATES (ANGSTROEM)
C: -4.5276 -2.5117 0.6247  -0.0726
O: 7.9787 0.4434 -1.0206  0.0241
H: 3.0063 -0.6432 0.8895  0.1021
H: -1.9126 -1.7190 3.6729  0.0779
C: -5.4265 4.6877 -3.7148  -0.0762
H: -4.4840 -3.2532 -0.1753  0.0835
H: 7.3206 -2.4199 -2.0157  0.0853
B: 1.8159 0.7478 2.1619  -0.5458
H: -5.7194 0.0717 1.3265  0.0887
H: 5.0199 -0.0430 -3.9814  0.0822
H: -5.4491 1.3841 0.1754  0.0599
H: -5.5491 -2.1621 0.7250  0.0719
O: 0.9525 1.4355 1.3159  0.2633
B: -0.3723 1.0614 1.5193  -0.3351
C: 5.6556 0.3267 1.6104  -0.5608
O: -6.8912 2.6082 -1.1448  0.0188
H: 1.0850 -2.0838 3.8007  0.1176
H: 5.7425 -1.5824 -3.4902  0.0715
C: -5.3630 0.3149 0.3240  -0.0058
C: 0.2103 -1.5287 4.1513  -0.0865
O: -3.0327 0.7032 -0.0883  0.0131
H: -5.9844 -0.1875 -0.4178  0.0854
S: -0.8859 -3.7600 2.8219  0.9958
H: -4.3586 4.8902 -3.6193  0.0839
C: 6.9435 -1.7007 -1.2881  -0.0116
O: -0.3104 -1.9076 0.9740  0.0163
N: -3.6238 -1.4183 0.3217  0.0176
H: 0.4028 -1.3511 5.2107  0.1225
Br: 6.3035 0.7796 3.4213  0.6141
C: 7.2885 -0.2921 -1.7083  -0.5573
H: 7.0601 1.0881 -3.1221  0.1390
H: 4.2324 1.4714 0.4304  0.1140
H: 5.5539 -0.7504 1.6138  0.0506
C: 4.3128 1.0544 1.4308  -0.2773
H: -7.3307 2.5179 -4.2121  0.0836
H: 7.4015 -1.9085 -0.3257  0.0833
O: -0.7885 0.3386 2.6266  0.2599
H: -1.1571 1.3967 0.7163  0.1011
O: 1.3919 0.6288 3.4894  0.2949
H: -7.1911 1.1159 -3.1433  0.0802
H: -4.2219 -2.9883 1.5584  0.0746
C: -6.7048 2.0329 -3.4621  -0.0086
C: 5.9596 -0.5800 -3.8417  -0.0763
N: -5.9266 4.1353 -2.4697  0.0089
N: 1.3440 -2.7490 -0.1394  0.0743
C: -3.9208 -0.0984 0.1666  -0.5234
H: -2.6446 -1.6276 0.2082  0.1154
N: 6.7940 0.1422 -2.8984  0.0060
H: -5.5819 4.0032 -4.5412  0.0702
H: -5.7375 1.7828 -3.8994  0.0852
H: 6.4708 -0.6454 -4.8036  0.0827
C: -6.5236 2.9329 -2.2628  -0.5430
H: 6.3954 0.6955 0.9034  0.0374
C: 0.5946 -1.7617 -0.0398  -0.1878
C: 3.1550 0.0589 1.7138  -0.0646
H: -5.9423 5.6251 -3.9300  0.0825
C: -1.0730 -2.3543 3.9440  -0.4546
N: 0.9750 -3.6681 0.8499  0.0827
H: 3.4793 -0.5496 2.5621  0.1115
H: 0.6281 -0.8735 -0.6398  0.1534
B: 0.2362 -0.1467 3.4117  -0.5662
H: -5.8342 4.6868 -1.6314  0.1406
H: -1.3511 -2.7993 4.8973  0.0750
C: 0.0245 -3.1220 1.4699  -0.7067
H: 5.8617 -1.8087 -1.1916  0.0830
H: 4.2241 1.8336 2.1791  0.0748